# 1
C20H30N6O3S | ωB97M-V with the def2-TZVPD basis set

ORCA input file:
```
! wB97M-V def2-TZVPD RIJCOSX def2/J DEFGRID3
* xyz 0 1
C 1.601 -5.426 0.565
H -1.449 1.332 0.653
H 2.268 -6.290 0.487
C -0.337 5.963 -1.123
H 0.054 -5.636 4.535
O 2.576 -1.762 2.904
C -1.709 -2.681 -2.651
H -3.921 0.720 -3.236
N 2.051 -0.928 0.921
C 1.791 -1.830 1.818
H -1.242 7.767 -0.426
C -1.604 3.144 -0.488
H 1.035 -3.390 4.212
C 2.545 2.666 -2.201
C 0.971 3.124 -0.351
H 2.365 1.592 -2.295
C -0.601 -4.765 4.451
C -0.341 7.463 -0.955
O -0.297 5.476 -2.245
H 0.643 -5.684 0.101
H -0.598 -4.281 1.784
H 1.084 -5.948 2.573
C 0.092 -3.620 3.707
C -1.608 1.615 -0.389
C -2.543 -3.098 -3.431
N 1.370 3.306 -1.614
C -0.730 -2.200 -1.727
C 1.141 -1.218 -0.076
C 0.092 -1.095 -2.077
H -3.281 -3.472 -4.112
H -2.156 0.913 -3.170
C -0.341 3.777 0.127
H -0.778 1.230 -0.974
H 3.127 -0.987 2.708
H -2.483 3.535 0.027
N 1.042 -0.591 -1.257
C 0.348 -3.938 2.220
O 1.628 2.473 0.455
H -3.220 2.308 -2.864
N -0.607 -2.832 -0.540
H -0.046 -0.634 -3.049
H 0.809 3.923 -2.193
H -1.670 3.416 -1.540
H 2.049 -4.599 0.007
H 3.410 2.813 -1.551
H -1.518 -5.060 3.933
S -3.130 0.813 -0.967
C 0.336 -2.315 0.267
H -0.322 7.929 -1.939
N 0.770 -2.717 1.506
N -0.395 5.246 0.001
C -3.102 1.233 -2.732
H 2.752 3.088 -3.185
H -0.545 -2.731 3.770
H 2.358 -4.729 2.463
H -0.422 5.766 0.863
H -0.865 -4.442 5.463
H 0.541 7.765 -0.394
C 1.401 -5.050 2.038
H -0.388 3.556 1.194
*
```

Output
E_LUMO: 0.0119 Ha
E_tot: -1732.5488 Eh
structure (SMILES): C#Cc1cnc2nc(O)n(C(CC)CC)c2n1.CNC(=O)[C@H](CCSC)NC(C)=O
gap between HOMO and LUMO: 8.58 eV

Here are the natural (NBO) charges for atoms 1 to 6, given in e: atom 1 (C): -0.6098, atom 2 (H): 0.2266, atom 3 (H): 0.2146, atom 4 (C): 0.6871, atom 5 (H): 0.2043, atom 6 (O): -0.6552

# 2
C34H28Co2NO7 | ωB97M-V with the def2-TZVPD basis set

ORCA input file:
```
! wB97M-V def2-TZVPD RIJCOSX def2/J DEFGRID3
* xyz -1 1
C -0.618 -1.742 -5.121
C 0.161 -2.258 0.684
C -2.100 5.976 1.544
H -1.631 -3.060 -0.187
H 2.155 -0.350 -0.998
C 0.078 -3.584 6.073
C -1.845 -1.102 0.708
H 1.392 0.638 -4.298
C -0.177 -4.511 5.052
C -1.047 -2.122 -0.119
C 0.830 2.604 -2.084
O 1.897 1.322 2.368
C -0.190 0.308 -2.100
H -2.636 6.909 1.720
H -1.211 6.163 0.921
H -1.254 -1.415 -5.948
C -1.155 -1.179 -3.799
H -1.991 -0.485 -3.987
H 0.026 1.840 0.305
H 0.952 -0.893 4.153
C -1.388 0.263 -1.368
O -2.281 0.992 3.135
C 0.526 -2.415 2.005
C -1.849 1.480 -0.704
H 1.794 4.526 -2.005
H -2.191 -0.370 -1.759
C 1.091 0.568 2.020
C 0.620 -1.903 4.416
O 3.132 -4.950 1.997
C 3.034 2.953 -1.173
O 2.383 -3.035 -2.010
C -3.167 1.960 -0.888
H -0.251 -4.843 2.904
C -3.572 3.138 -0.310
C -1.392 3.365 0.778
C 3.177 -1.387 1.284
H -4.575 3.539 -0.458
H -0.475 -5.530 5.297
C 1.160 -0.408 -4.037
H -1.540 -1.980 -3.152
O -3.061 5.139 0.855
H -1.798 5.523 2.500
H -0.792 -1.839 -1.151
H -3.853 1.384 -1.517
C 2.193 -2.851 -0.880
C 0.344 -2.823 3.380
C -1.001 2.195 0.158
C -1.471 0.402 2.557
Co 1.923 -2.574 0.829
H 0.673 -1.544 6.524
O -3.036 -1.050 0.811
Co -0.274 -0.516 1.650
C 0.823 -1.234 -5.288
C 3.140 1.592 -0.877
H -0.083 2.974 -2.556
N -0.028 -0.482 -3.188
C 2.093 0.730 -1.183
H 2.041 -0.816 -3.515
H 1.531 -2.064 -5.365
C 0.471 -2.281 5.748
C -2.665 3.895 0.477
C -0.050 -4.138 3.713
C 0.936 1.235 -1.785
H 4.047 1.195 -0.420
H -0.027 -3.876 7.119
H 0.927 -0.607 -6.180
C 1.881 3.463 -1.773
H -0.643 -2.835 -5.083
H -0.703 3.894 1.443
H 3.862 3.621 -0.930
O 4.085 -0.719 1.544
C 2.639 -4.017 1.521
*
```

Output
E_LUMO: 0.0926 Ha
E_tot: -4659.2640 Eh
gap between HOMO and LUMO: 6.18 eV

Here are the Mulliken charges for atoms 1 to 6, given in e: atom 1 (C): -0.6665, atom 2 (C): 0.4285, atom 3 (C): -0.7683, atom 4 (H): 0.4126, atom 5 (H): 0.2662, atom 6 (C): -0.4217

# 3
C26H32CsN8O | ωB97M-V with the def2-TZVPD basis set

ORCA input file:
```
! wB97M-V def2-TZVPD RIJCOSX def2/J DEFGRID3
* xyz 1 1
H -3.660 5.309 -3.201
C -0.148 -0.055 0.850
H 2.233 2.979 -4.096
N -1.136 4.554 -4.320
H -1.461 3.531 -6.111
C 0.187 -1.038 -0.188
C 0.229 4.739 -4.823
H 2.430 3.524 -2.584
C 1.744 -5.238 6.780
H 1.033 -3.586 -2.919
C 0.648 -2.318 0.193
Cs -0.971 2.048 -2.413
C 0.808 -2.900 -2.114
C -0.331 0.572 3.185
H 1.698 -5.022 7.839
N 0.720 -2.316 3.735
C 1.417 -4.286 5.841
H -3.323 4.877 -0.916
H -4.023 3.367 -5.666
C 1.881 -5.848 4.086
H 0.292 5.655 -5.433
C -0.788 1.802 2.784
C 1.133 -3.593 3.451
C 0.349 -1.613 -2.402
C -2.771 5.701 -2.705
H -1.755 5.275 -0.968
H -0.229 0.346 4.239
H -1.054 2.565 3.502
C -0.002 -0.391 2.222
H -2.587 1.423 -5.844
N 1.752 3.443 -3.333
H 0.226 -1.320 -3.441
C -0.904 2.045 1.415
C 0.782 -2.627 1.581
H 0.455 3.916 -5.506
C 1.327 4.779 -3.762
N -2.509 4.876 -1.519
H -3.014 6.736 -2.440
C -3.214 3.165 -4.954
H 3.038 -9.209 7.947
C -1.605 5.782 -3.683
H -3.596 3.447 -3.973
H 2.069 -9.208 6.458
H -1.268 3.011 1.076
N 0.049 -0.711 -1.489
H 1.931 -6.079 3.031
N 1.194 -3.797 2.154
C 2.146 -6.514 6.379
H 0.612 -1.931 4.656
H 2.155 5.366 -4.177
C 0.958 -3.255 -0.800
H 2.520 -7.791 4.680
N -0.595 1.159 0.491
C 1.478 -4.575 4.475
H -2.459 4.945 -5.897
H -3.671 1.182 -4.656
H -0.764 6.228 -3.149
C 2.853 -8.688 7.013
H -1.893 6.520 -4.452
C -2.047 4.073 -5.366
N -2.869 1.741 -4.924
H 3.770 -8.669 6.421
H 0.980 5.321 -2.881
H 1.111 -3.309 6.195
O 2.445 -7.377 7.371
C 0.469 -1.693 2.540
C 2.213 -6.814 5.021
H 1.310 -4.234 -0.504
*
```

Output
E_LUMO: -0.0773 Ha
E_tot: -1543.2901 Eh
gap between HOMO and LUMO: 7.46 eV

Here are the natural (NBO) charges for atoms 1 to 6, given in e: atom 1 (H): 0.1896, atom 2 (C): 0.1521, atom 3 (H): 0.3622, atom 4 (N): -0.4707, atom 5 (H): 0.2024, atom 6 (C): 0.2197

# 4
C5H17N3O3 | ωB97M-V with the def2-TZVPD basis set

ORCA input file:
```
! wB97M-V def2-TZVPD RIJCOSX def2/J DEFGRID3
* xyz 2 1
C 1.230 0.425 -0.817
C 0.819 -1.018 -1.250
H 1.852 -1.696 0.398
H -0.486 1.539 1.113
H 1.098 0.776 2.919
H -0.190 -1.311 -0.995
C -1.644 2.570 -0.224
H -0.036 -0.118 3.525
O 0.424 0.125 2.716
N 1.805 -1.997 -0.571
N -1.615 2.675 -1.544
C -0.565 1.943 -2.038
H 1.401 0.509 0.259
H 1.081 -1.049 -2.308
H -0.112 2.043 -3.012
H -3.795 -0.125 1.337
H 2.124 -3.166 2.417
H 2.717 -1.866 -1.003
H -2.374 2.973 0.461
N -0.621 1.811 0.152
C 0.006 1.302 -0.986
O -3.598 0.287 0.492
H -4.061 -0.274 -0.140
H -2.173 3.357 -2.041
O 1.883 -3.378 1.504
H 2.101 0.754 -1.380
H 1.337 -2.893 -0.643
H 1.391 -4.199 1.658
*
```

Output
E_LUMO: -0.2146 Ha
E_tot: -590.1478 Eh
gap between HOMO and LUMO: 11.12 eV

Here are the natural (NBO) charges for atoms 1 to 6, given in e: atom 1 (C): -0.4568, atom 2 (C): -0.2144, atom 3 (H): 0.4628, atom 4 (H): 0.4683, atom 5 (H): 0.4894, atom 6 (H): 0.2431

# 5
C2H6IO2Zr | ωB97M-V with the def2-TZVPD basis set

ORCA input file:
```
! wB97M-V def2-TZVPD RIJCOSX def2/J DEFGRID3
* xyz 3 1
H -0.297 -2.350 -0.257
C 0.385 -0.564 0.830
O -0.955 -0.281 1.044
I -1.732 3.016 -0.383
C 0.518 -1.619 -0.336
Zr -0.162 5.486 -0.736
H 1.457 -2.168 -0.240
H -1.113 0.685 0.999
H 0.801 -0.942 1.789
O 0.516 -0.967 -1.535
H -0.371 -0.645 -1.797
H 0.953 0.347 0.623
*
```

Output
E_LUMO: -0.6425 Ha
E_tot: -573.4729 Eh
gap between HOMO and LUMO: 2.70 eV

Here are the natural (NBO) charges for atoms 1 to 6, given in e: atom 1 (H): 0.2837, atom 2 (C): -0.0735, atom 3 (O): -0.4233, atom 4 (I): -0.1547, atom 5 (C): -0.0731, atom 6 (Zr): 1.9439

# 6
C3H4N2 | ωB97M-V with the def2-TZVPD basis set

ORCA input file:
```
! wB97M-V def2-TZVPD RIJCOSX def2/J DEFGRID3
* xyz 0 1
H -1.503 -0.842 -0.862
C -0.384 0.805 -0.005
N 2.747 -0.339 -0.021
C -0.821 -0.626 -0.008
C 1.802 0.285 0.031
H 0.020 -1.326 0.012
N 0.794 1.263 -0.019
H -1.202 1.526 -0.013
H -1.454 -0.746 0.886
*
```

Output
E_LUMO: 0.0165 Ha
E_tot: -226.1845 Eh
structure (SMILES): C/C=N\C#N
gap between HOMO and LUMO: 11.37 eV

Here are the natural (NBO) charges for atoms 1 to 6, given in e: atom 1 (H): 0.2468, atom 2 (C): 0.2210, atom 3 (N): -0.3472, atom 4 (C): -0.7074, atom 5 (C): 0.3675, atom 6 (H): 0.2436

# 7
C4H6FNOS | ωB97M-V with the def2-TZVPD basis set

ORCA input file:
```
! wB97M-V def2-TZVPD RIJCOSX def2/J DEFGRID3
* xyz 0 1
C -1.645 0.605 -0.570
H -2.415 -1.302 1.103
H -1.440 1.371 -1.298
C -0.866 -0.136 0.161
H -0.852 -2.120 0.834
C -1.319 -1.181 1.144
O 2.287 1.557 0.347
N 0.534 0.084 0.026
H -0.949 -0.883 2.150
S 1.537 -1.166 -0.605
F -3.008 0.517 -0.454
H 0.370 2.014 0.812
H 2.116 -1.495 0.550
C 1.099 1.273 0.375
*
```

Output
E_LUMO: 0.0202 Ha
E_tot: -784.0241 Eh
structure (SMILES): C/C(=C\F)N(S)C=O
gap between HOMO and LUMO: 10.12 eV

Here are the natural (NBO) charges for atoms 1 to 6, given in e: atom 1 (C): 0.2203, atom 2 (H): 0.2440, atom 3 (H): 0.1892, atom 4 (C): 0.0755, atom 5 (H): 0.2344, atom 6 (C): -0.6534

# 8
C3H6N2O4 | ωB97M-V with the def2-TZVPD basis set

ORCA input file:
```
! wB97M-V def2-TZVPD RIJCOSX def2/J DEFGRID3
* xyz 0 1
O 0.840 0.147 -1.347
O -0.741 -1.730 -1.362
N 0.522 0.127 2.314
H 1.504 -1.987 -0.470
C 0.358 0.472 1.013
H -0.345 2.106 1.620
N -1.363 0.310 -2.065
H -1.094 0.713 -2.952
O 1.591 -1.395 0.300
C 0.820 -0.293 -0.037
H -0.299 0.237 2.897
C -0.496 -0.531 -1.419
O -0.206 1.673 0.764
H 0.946 -0.794 2.407
H -2.037 0.944 -1.664
*
```

Output
E_LUMO: 0.0172 Ha
E_tot: -528.3109 Eh
gap between HOMO and LUMO: 8.09 eV

Here are the natural (NBO) charges for atoms 1 to 6, given in e: atom 1 (O): -0.5053, atom 2 (O): -0.5642, atom 3 (N): -0.8267, atom 4 (H): 0.5010, atom 5 (C): 0.4000, atom 6 (H): 0.4831

# 9
C33H27BeBrN3O5 | ωB97M-V with the def2-TZVPD basis set

ORCA input file:
```
! wB97M-V def2-TZVPD RIJCOSX def2/J DEFGRID3
* xyz 1 1
H 1.822 -0.561 -1.050
C -2.362 -0.338 -1.784
C -1.928 -1.824 1.544
O 1.225 0.789 1.016
C -0.658 2.198 0.956
H 7.925 -3.681 0.771
C 4.819 -3.360 -0.429
C -1.208 -2.848 -2.646
C 0.856 -4.118 -2.759
C 3.421 3.759 -0.869
C 0.745 -2.161 -1.423
C 0.178 -1.741 2.467
H 5.886 -2.345 1.170
C -2.386 -2.641 2.557
H 3.146 -2.182 0.162
C -0.457 -3.918 -3.129
C 7.047 -3.848 0.161
Br -1.278 -5.127 -4.314
H 3.204 1.455 5.369
C 1.366 4.521 0.834
H 1.429 -4.955 -3.132
H -1.837 -3.651 4.374
H 3.719 5.854 -1.209
H -0.436 3.686 5.650
C -0.201 -2.553 3.514
H -3.174 -1.050 -1.649
O -1.145 -0.867 -1.203
C 7.095 -4.823 -0.852
C 4.848 -4.329 -1.437
N 3.625 -4.382 -2.084
C 2.117 1.735 3.545
N -0.665 -1.378 1.490
H 8.009 -5.384 -0.995
H -3.415 -2.972 2.554
C 5.913 -3.099 0.393
H -2.569 0.585 -1.255
H -2.199 -0.147 -2.843
C 6.007 -5.076 -1.659
C 2.109 5.479 0.164
H 2.008 0.546 1.520
H 0.561 4.824 1.491
H 0.517 -2.814 4.279
Be -0.235 -0.190 0.250
C -1.507 -3.015 3.562
C 0.285 3.130 5.065
C 1.487 -3.232 -1.877
C 0.991 2.274 2.923
H 1.883 6.527 0.310
H 6.033 -5.823 -2.442
H 1.188 -1.361 2.403
O 1.235 -1.159 -0.561
H -2.236 -2.714 -2.948
H 4.224 3.455 -1.529
C 1.640 3.168 0.651
O -1.336 3.170 1.146
O -1.054 1.105 0.353
C 0.820 2.127 1.412
C 1.395 2.570 5.678
H 1.549 2.684 6.743
N 3.551 -2.819 -0.498
H 2.913 1.752 -0.356
C 0.082 2.987 3.698
H -2.592 -1.497 0.755
H 2.909 1.243 2.982
C 2.672 2.796 -0.203
C 2.317 1.873 4.910
C 2.885 -3.488 -1.498
H -0.793 3.423 3.237
C 3.139 5.103 -0.689
C -0.576 -1.979 -1.788
*
```

Output
E_LUMO: -0.1098 Ha
E_tot: -4402.9365 Eh
gap between HOMO and LUMO: 7.89 eV

Here are the natural (NBO) charges for atoms 1 to 6, given in e: atom 1 (H): 0.5249, atom 2 (C): -0.2628, atom 3 (C): 0.0802, atom 4 (O): -0.8111, atom 5 (C): 0.8067, atom 6 (H): 0.2236

# 10
C3H3ClN2 | ωB97M-V with the def2-TZVPD basis set

ORCA input file:
```
! wB97M-V def2-TZVPD RIJCOSX def2/J DEFGRID3
* xyz 0 1
H -2.272 -0.570 -0.162
C -1.111 -0.519 -0.093
H 0.631 -1.298 -0.053
N 0.541 1.089 0.098
C 1.453 0.189 0.283
Cl 3.150 0.170 -0.203
N -0.307 -1.514 0.017
H -1.330 1.665 0.058
C -0.755 0.788 0.056
*
```

Output
E_LUMO (alpha / beta): -0.0558 / -0.0599 Ha
E_tot: -685.6588 Eh
gap between HOMO and LUMO (alpha / beta): 7.13 / 7.10 eV

Here are the natural (NBO) charges for atoms 1 to 6, given in e: atom 1 (H): 0.2080, atom 2 (C): 0.0033, atom 3 (H): 0.3220, atom 4 (N): -0.3847, atom 5 (C): 0.1562, atom 6 (Cl): 0.0518

# 11
C2H3Ho | ωB97M-V with the def2-TZVPD basis set

ORCA input file:
```
! wB97M-V def2-TZVPD RIJCOSX def2/J DEFGRID3
* xyz 2 5
Ho -0.435 -1.885 0.819
H -1.578 -0.215 1.615
H 0.114 1.412 0.748
C 0.211 0.860 -0.179
H 0.959 -0.328 -1.971
C 0.728 0.157 -1.032
*
```

Output
E_LUMO (alpha / beta): -0.3869 / -0.4771 Ha
E_tot: -1025.1288 Eh
<S²>: 6.009
gap between HOMO and LUMO (alpha / beta): 9.94 / 6.18 eV

natural (NBO) charges in e: atom 1 (Ho): 1.9134, atom 2 (H): 0.0125, atom 3 (H): 0.2924, atom 4 (C): -0.2587, atom 5 (H): 0.3055, atom 6 (C): -0.2651

# 12
C7H18Cl4O3S3 | ωB97M-V with the def2-TZVPD basis set

ORCA input file:
```
! wB97M-V def2-TZVPD RIJCOSX def2/J DEFGRID3
* xyz 0 1
C -3.343 4.517 3.777
Cl 4.728 -0.873 -5.847
H 2.990 -5.363 0.209
Cl 4.007 -3.217 -4.554
H -4.713 5.224 1.166
H -4.275 4.698 4.311
Cl 4.980 -0.982 -3.003
C 1.240 0.761 -1.130
S 1.010 0.865 0.703
H 1.525 -0.217 -1.518
H 0.192 -4.306 0.030
O 1.792 -0.312 1.234
H -2.685 3.948 4.434
C -0.769 0.273 0.803
H 3.916 -4.775 -1.032
H -5.923 5.108 2.342
H 1.969 1.492 -1.480
O -3.101 3.214 1.273
H 0.276 -2.594 0.509
H -0.989 -0.362 -0.055
H -2.902 5.423 3.362
O 1.523 -2.830 -1.984
Cl 2.308 -0.968 -4.313
S 2.243 -3.079 -0.682
S -4.026 3.391 2.511
H -0.885 -0.352 1.689
H 0.270 0.944 -1.591
H 1.163 -3.722 1.422
H -5.817 3.927 0.955
C 3.966 -1.464 -4.393
C 0.846 -3.516 0.400
H -1.442 1.129 0.840
C -5.280 4.480 1.726
H 2.338 -5.597 -1.362
C 2.866 -4.864 -0.752
*
```

Output
E_LUMO: 0.0209 Ha
E_tot: -3538.4034 Eh
gap between HOMO and LUMO: 9.24 eV

Here are the natural (NBO) charges for atoms 1 to 6, given in e: atom 1 (C): -0.8030, atom 2 (Cl): 0.0508, atom 3 (H): 0.2242, atom 4 (Cl): 0.0428, atom 5 (H): 0.2382, atom 6 (H): 0.2249

Question: Which of these has the highest E_tot?
Answer: C3H4N2